The following is a DFT calculation (wB97M-V/def2-TZVPD) of one molecule with the formula C4H8O2.

Values from the calculation:
LUMO: 0.829 eV
orbital gap: 9.930 eV
SMILES: C=COCCO
calculated total energy: -307.586605 Eh
charge: 0

Last columns: bonded neighbours and bond lengths (Å).
Geometry (Å):
1 C 0.362 -2.332 1.941  C2 1.283, H7 1.159, H8 1.151
2 C -0.257 -1.500 1.185  C1 1.283, O3 1.344, H9 1.135
3 O 0.242 -0.699 0.229  C2 1.344, C4 1.436
4 C -0.457 0.415 -0.349  O3 1.436, C5 1.452, H10 1.090, H11 1.030
5 C 0.462 1.328 -1.003  C4 1.452, O6 1.459, H12 1.163, H13 1.206
6 O -0.210 2.350 -1.799  C5 1.459, H14 1.000
7 H -0.151 -2.857 2.838  C1 1.159
8 H 1.431 -2.619 1.624  C1 1.151
9 H -1.380 -1.388 1.304  C2 1.135
10 H -0.913 0.903 0.512  C4 1.090
11 H -1.211 0.001 -0.916  C4 1.030
12 H 0.984 0.732 -1.855  C5 1.163
13 H 1.282 1.993 -0.419  C5 1.206
14 H -0.965 2.566 -1.180  O6 1.000

Formally, the natural (NBO) partial charges of the atoms, in units of the elementary charge, are as follows:
1. C -0.511
2. C 0.141
3. O -0.527
4. C -0.095
5. C -0.096
6. O -0.702
7. H 0.228
8. H 0.212
9. H 0.151
10. H 0.166
11. H 0.193
12. H 0.192
13. H 0.195
14. H 0.451